1.
11
Properties=species:S:1:pos:R:3:forces:R:3 method="wB97M-V/def2-TZVPD" e_above_lowest_kcal_mol=102.2 largest_force_ev_per_a=2.830 molar_mass_g_mol=100.1 lumo_ev=0.50 orbital_gap_ev=9.07
N 0.24298 -0.49738 0.45044 -0.1 0.9 -1.3
C -0.50228 -1.28453 1.15526 -1.2 -0.4 1.6
C -0.79993 0.66941 0.16077 2.2 -1.1 -1.5
N 1.38626 -1.02354 -0.19367 -0.1 0.4 0.2
C -0.45011 1.57212 -0.76033 -0.3 0.2 0.5
O -1.75132 0.24388 0.84074 -0.8 -0.6 1.4
O -0.80651 -2.16620 1.83999 0.3 0.8 -1.1
H 1.16211 -1.12542 -1.18049 0.0 0.0 0.1
H 2.11605 -0.32132 -0.10407 0.0 -0.2 0.0
H -1.10232 2.41334 -0.94682 0.0 -0.1 -0.2
H 0.50507 1.51964 -1.26182 0.0 0.0 0.2

---

2.
11
Properties=species:S:1:pos:R:3:forces:R:3 method="wB97M-V/def2-TZVPD" e_above_lowest_kcal_mol=126.1 largest_force_ev_per_a=4.016 molar_mass_g_mol=100.1 lumo_ev=0.23 orbital_gap_ev=9.93
N 1.55432 -0.97786 0.99101 -0.2 0.3 0.0
C 0.48641 -0.95409 0.16737 -1.1 1.7 0.5
C -0.38482 -1.23195 -0.69152 -0.4 1.3 0.5
O -0.55516 1.58534 -1.77270 0.2 -0.1 0.6
C -0.82294 1.65122 -0.59845 -0.3 0.7 0.2
O -1.32222 2.36171 0.26321 0.1 0.2 -0.8
N -0.55189 0.33416 0.30982 1.1 -3.5 -1.6
H 1.63064 -0.05748 1.39208 0.3 0.1 0.4
H 2.44497 -1.36292 0.70643 -0.3 -0.1 -0.3
H -1.01647 -1.51980 -1.50661 0.2 0.0 0.1
H -1.46284 0.17167 0.73936 0.5 -0.5 0.5